Record 1
Below is 2 unconnected molecules or ions with the total composition C5H8S in a non-equilibrium geometry, with properties calculated with ωB97M-V/def2-TZVPD.

Last column: Löwdin charge in e.
Geometry (Å):
1 C 0.307 0.885 1.442  -0.13
2 C -0.415 0.974 0.150  -0.87
3 C -1.417 -0.033 -0.139  -0.19
4 S -0.097 2.042 -1.060  0.70
5 H 1.292 0.342 1.340  0.10
6 H -0.123 0.307 2.270  0.08
7 H 0.438 1.888 1.892  0.08
8 H -1.299 -0.497 -1.158  0.08
9 H -2.443 0.159 0.093  0.08
10 H -1.270 -0.975 0.446  0.09
11 C 1.390 -1.670 -0.935  0.00
12 C 1.217 -0.988 -1.867  -0.02
13 H 1.547 -2.324 -0.132  0.02
14 H 0.875 -0.109 -2.340  -0.01

Output
- SMILES string = CC(C)=S.C#C
- molecular weight (g/mol) = 100.186
- gap between HOMO and LUMO (alpha / beta) (Eh) = 0.309 / 0.309
- relative energy (zero: lowest compared OMol25 entry of this formula, charge and spin) (eV) = 3.2331
- HOMO energy (alpha / beta) (Ha) = -0.3166 / -0.3166


Record 2
Below is 2 unconnected molecules or ions with the total composition C3H11NSi in a non-equilibrium geometry, with properties calculated with ωB97M-V/def2-TZVPD.

Last column: Löwdin charge in e.
Geometry (Å):
1 C 1.513 -0.091 -1.562  -0.13
2 C 0.727 -0.027 1.552  -0.24
3 C 0.016 -0.075 -1.255  -0.05
4 N -0.383 0.534 0.825  -0.28
5 Si -2.068 0.117 0.763  0.48
6 H 2.002 0.769 -0.930  0.11
7 H 2.191 -0.805 -1.115  0.06
8 H 1.572 -0.009 -2.590  0.04
9 H 0.539 -1.035 1.895  0.06
10 H 1.674 0.182 1.072  0.04
11 H 0.772 0.570 2.498  0.08
12 H -0.463 0.719 -1.764  0.04
13 H -0.418 -1.027 -1.124  0.02
14 H -2.908 0.362 1.966  -0.10
15 H -2.439 1.108 -0.475  -0.04
16 H -2.328 -1.294 0.243  -0.08

Output
- molecular weight (g/mol) = 89.214
- gap between HOMO and LUMO (Eh) = 0.333
- relative energy (zero: lowest compared OMol25 entry of this formula, charge and spin) (eV) = 3.8605
- HOMO energy (Ha) = -0.3162


Record 3
Below is a molecular structure, C15H20Cl2F2NO27S2Y in a non-equilibrium geometry, with properties calculated with ωB97M-V/def2-TZVPD.

Last column: Löwdin charge in e.
Geometry (Å):
1 Y 0.062 0.660 0.439  1.80
2 Cl 2.970 2.526 2.725  0.67
3 O 3.348 3.741 2.023  -0.35
4 O 2.656 2.942 4.088  -0.34
5 O 1.796 1.910 2.112  -0.45
6 O 4.059 1.619 2.631  -0.34
7 Cl -0.756 -3.038 -0.501  0.65
8 O -1.881 -2.758 -1.348  -0.34
9 O 0.358 -3.416 -1.297  -0.31
10 O -0.467 -1.765 0.158  -0.46
11 O -1.052 -4.039 0.448  -0.30
12 N 0.297 2.618 -0.456  -0.41
13 S -0.987 3.640 -0.998  0.58
14 O -1.367 3.539 -2.386  -0.23
15 O -1.077 4.890 -0.308  -0.22
16 F -2.096 2.905 -0.112  -0.19
17 S 1.396 3.616 -1.077  0.49
18 O 1.729 4.724 -0.254  -0.20
19 O 1.447 3.612 -2.514  -0.24
20 F 2.602 2.572 -0.884  -0.19
21 C 5.345 -1.810 1.028  -0.13
22 C 5.622 -0.725 -0.016  -0.11
23 O 4.328 -0.573 -0.554  0.10
24 C 3.411 -0.854 0.382  -0.51
25 O 2.237 -0.674 0.344  0.08
26 O 4.008 -1.554 1.381  0.09
27 H 6.102 -1.750 1.813  0.13
28 H 5.539 -2.816 0.647  0.13
29 H 6.326 -1.134 -0.738  0.13
30 H 6.065 0.159 0.440  0.14
31 C -3.659 -0.865 -3.763  -0.12
32 C -4.714 -0.312 -2.829  -0.08
33 O -3.938 0.150 -1.696  0.09
34 C -2.670 0.261 -2.109  -0.53
35 O -1.738 0.615 -1.454  0.06
36 O -2.484 -0.182 -3.366  0.09
37 H -3.907 -0.796 -4.822  0.13
38 H -3.529 -1.942 -3.625  0.13
39 H -5.362 -1.098 -2.448  0.13
40 H -5.342 0.435 -3.312  0.13
41 C 0.861 0.204 -5.489  -0.09
42 C 1.959 -0.834 -5.104  -0.09
43 O 2.126 -0.555 -3.719  0.09
44 C 0.991 -0.040 -3.239  -0.53
45 O 0.757 -0.007 -2.067  0.09
46 O 0.307 0.518 -4.233  0.08
47 H 0.111 -0.284 -6.110  0.13
48 H 1.287 1.081 -5.972  0.13
49 H 2.913 -0.525 -5.536  0.13
50 H 1.794 -1.854 -5.448  0.13
51 C -5.376 1.227 1.610  -0.10
52 C -5.072 0.924 3.077  -0.06
53 O -3.625 0.856 2.982  0.10
54 C -3.207 0.873 1.712  -0.53
55 O -2.058 0.603 1.453  0.04
56 O -4.177 1.131 0.885  0.11
57 H -5.957 2.129 1.433  0.14
58 H -6.030 0.399 1.323  0.14
59 H -5.442 -0.039 3.426  0.13
60 H -5.341 1.662 3.830  0.13
61 C 0.219 -2.623 5.390  -0.10
62 C 1.726 -2.676 4.994  -0.08
63 O 1.736 -1.757 3.917  0.12
64 C 0.548 -1.292 3.643  -0.55
65 O 0.317 -0.462 2.800  0.07
66 O -0.405 -1.823 4.401  0.11
67 H 0.263 -2.117 6.355  0.13
68 H -0.187 -3.629 5.379  0.13
69 H 1.958 -3.680 4.640  0.13
70 H 2.324 -2.441 5.870  0.13

Output
- molecular weight (g/mol) = 908.247
- gap between HOMO and LUMO (Eh) = 0.320
- relative energy (zero: lowest compared OMol25 entry of this formula, charge and spin) (eV) = 0.0000
- HOMO energy (Ha) = -0.3181


Record 4
Below is 7 unconnected molecules or ions with the total composition H14O7, with properties calculated with ωB97M-V/def2-TZVPD.

Last column: Löwdin charge in e.
Geometry (Å):
1 O -1.497 0.831 2.204  -0.03
2 H -2.238 1.018 2.781  0.08
3 H -0.725 1.046 2.727  0.07
4 O -0.102 -1.906 -2.876  -0.06
5 H 0.149 -1.206 -2.273  -0.02
6 H -0.627 -2.504 -2.345  0.02
7 O -0.887 -2.048 1.530  -0.06
8 H -0.898 -1.126 1.786  -0.02
9 H -0.726 -2.034 0.587  0.01
10 O -2.952 0.612 -0.055  -0.05
11 H -3.050 1.395 -0.597  0.04
12 H -2.445 0.906 0.702  -0.04
13 O 2.512 -0.549 1.400  -0.03
14 H 2.729 0.378 1.299  0.04
15 H 3.311 -0.947 1.745  0.05
16 O 0.170 -0.265 -0.558  -0.03
17 H -0.473 0.424 -0.388  0.04
18 H 0.860 -0.113 0.087  0.01
19 O 2.026 2.136 -2.847  -0.05
20 H 1.901 1.609 -2.058  0.01
21 H 2.961 2.344 -2.851  0.03

Output
- SMILES string = O.O.O.O.O.O.O
- molecular weight (g/mol) = 126.105
- gap between HOMO and LUMO (Eh) = 0.377
- relative energy (zero: lowest compared OMol25 entry of this formula, charge and spin) (eV) = 1.7841
- HOMO energy (Ha) = -0.3881


Record 5
Below is 2 unconnected molecules or ions with the total composition CH4IN2O in a non-equilibrium geometry, with properties calculated with ωB97M-V/def2-TZVPD.

Last column: Löwdin charge in e.
Geometry (Å):
1 C 0.745 -0.009 -0.164  -0.56
2 N -1.279 -1.968 -0.097  0.12
3 N 0.043 1.077 -0.071  -0.12
4 O 0.475 2.356 0.147  0.04
5 I 2.698 -0.410 -0.312  1.16
6 H -1.875 -2.768 -0.038  -0.01
7 H -1.122 -1.623 0.851  -0.02
8 H -0.989 0.922 0.154  0.21
9 H 1.303 2.423 -0.471  0.17

Output
- molecular weight (g/mol) = 186.960
- gap between HOMO and LUMO (alpha / beta) (Eh) = 0.299 / 0.345
- relative energy (zero: lowest compared OMol25 entry of this formula, charge and spin) (eV) = 5.3186
- total charge = +1
- HOMO energy (alpha / beta) (Ha) = -0.5652 / -0.5388


Record 6
Below is 12 unconnected molecules or ions with the total composition C36H78Cl4O13 in a non-equilibrium geometry, with properties calculated with ωB97M-V/def2-TZVPD.

Last column: Löwdin charge in e.
Geometry (Å):
1 C 4.942 -1.561 0.819  -0.16
2 C 3.898 -2.529 0.258  -0.15
3 C 3.584 -3.483 1.427  -0.18
4 O 4.752 -3.418 2.267  -0.14
5 C 5.290 -2.096 2.189  -0.21
6 H 4.571 -0.541 0.935  0.09
7 H 5.802 -1.592 0.153  0.11
8 H 4.310 -3.107 -0.567  0.11
9 H 2.993 -2.045 -0.113  0.08
10 H 3.530 -4.473 0.981  0.10
11 H 2.716 -3.285 2.055  0.11
12 H 6.375 -2.042 2.331  0.12
13 H 4.933 -1.557 3.076  0.11
14 C -0.650 2.456 -5.205  -0.16
15 C -0.656 2.464 -3.663  -0.15
16 C 0.567 3.382 -3.481  -0.22
17 O 0.432 4.403 -4.447  -0.13
18 C -0.195 3.884 -5.616  -0.18
19 H -1.677 2.402 -5.584  0.10
20 H -0.068 1.676 -5.690  0.09
21 H -0.513 1.496 -3.184  0.10
22 H -1.545 2.949 -3.264  0.10
23 H 1.550 2.907 -3.535  0.10
24 H 0.533 3.735 -2.443  0.11
25 H 0.446 3.798 -6.495  0.12
26 H -1.077 4.500 -5.791  0.12
27 C 4.536 4.119 -1.777  -0.17
28 C 4.343 2.954 -0.863  -0.18
29 C 3.846 1.814 -1.726  -0.20
30 O 4.226 2.214 -3.049  -0.17
31 C 4.974 3.456 -3.075  -0.17
32 H 5.311 4.813 -1.438  0.11
33 H 3.622 4.703 -1.901  0.11
34 H 3.774 3.170 0.044  0.11
35 H 5.319 2.669 -0.452  0.12
36 H 2.783 1.591 -1.601  0.09
37 H 4.421 0.903 -1.538  0.11
38 H 4.656 3.982 -3.975  0.12
39 H 6.038 3.244 -3.204  0.12
40 C 0.550 0.745 0.085  -0.16
41 C -0.821 1.365 0.288  -0.16
42 C -1.797 0.155 0.286  -0.20
43 O -0.957 -0.979 0.189  -0.13
44 C 0.354 -0.636 0.646  -0.19
45 H 1.370 1.269 0.580  0.10
46 H 0.807 0.628 -0.971  0.09
47 H -1.027 2.124 -0.467  0.07
48 H -0.806 1.843 1.271  0.10
49 H -2.366 0.211 -0.644  0.06
50 H -2.480 0.202 1.139  0.10
51 H 1.098 -1.308 0.207  0.08
52 H 0.492 -0.828 1.716  0.11
53 C -6.084 -3.569 0.748  -0.18
54 C -5.429 -2.239 1.155  -0.16
55 C -4.167 -2.799 1.879  -0.19
56 O -3.974 -4.117 1.392  -0.15
57 C -4.902 -4.425 0.353  -0.20
58 H -6.861 -3.405 -0.005  0.11
59 H -6.599 -4.042 1.587  0.12
60 H -6.140 -1.795 1.852  0.10
61 H -5.267 -1.613 0.279  0.09
62 H -4.477 -2.753 2.923  0.11
63 H -3.266 -2.276 1.549  0.10
64 H -5.151 -5.483 0.321  0.12
65 H -4.490 -4.125 -0.618  0.10
66 C -4.134 1.367 5.561  -0.16
67 C -5.169 1.570 4.463  -0.16
68 C -4.348 1.509 3.141  -0.19
69 O -2.993 1.604 3.552  -0.16
70 C -2.921 2.027 4.887  -0.24
71 H -3.810 0.332 5.686  0.09
72 H -4.376 1.758 6.546  0.12
73 H -5.646 2.546 4.583  0.11
74 H -5.993 0.882 4.671  0.11
75 H -4.722 2.323 2.516  0.09
76 H -4.504 0.561 2.624  0.11
77 H -2.831 3.099 5.109  0.12
78 H -2.042 1.672 5.441  0.10
79 C 3.245 1.187 4.462  -0.17
80 C 4.005 2.447 4.886  -0.15
81 C 4.805 2.821 3.601  -0.18
82 O 4.495 1.816 2.637  -0.15
83 C 3.226 1.271 2.963  -0.22
84 H 2.279 1.100 4.955  0.07
85 H 3.895 0.394 4.836  0.12
86 H 4.585 2.348 5.801  0.11
87 H 3.323 3.282 5.072  0.10
88 H 5.875 2.967 3.733  0.12
89 H 4.409 3.772 3.229  0.11
90 H 3.199 0.273 2.513  0.10
91 H 2.397 1.805 2.484  0.11
92 Cl -2.677 4.311 1.128  0.56
93 C -3.072 4.057 -0.570  -1.01
94 Cl -3.881 2.518 -0.815  0.58
95 H -3.653 4.913 -0.896  0.03
96 H -2.146 4.040 -1.138  0.00
97 Cl -1.901 -1.982 4.938  0.50
98 C -0.446 -0.960 4.618  -0.96
99 Cl 0.301 -0.609 6.194  0.51
100 H 0.194 -1.610 4.038  0.01
101 H -0.784 -0.034 4.169  0.01
102 O -5.056 -2.457 -3.698  -0.05
103 C -4.297 -1.723 -2.773  -0.26
104 C -3.066 -1.129 -3.437  -0.25
105 O -2.183 -2.100 -3.949  -0.05
106 H -5.731 -2.994 -3.283  0.09
107 H -4.882 -0.937 -2.275  0.12
108 H -3.966 -2.401 -1.973  0.10
109 H -2.498 -0.419 -2.838  0.10
110 H -3.403 -0.454 -4.238  0.12
111 H -2.673 -2.733 -4.484  0.09
112 O 1.081 -4.745 -0.022  -0.08
113 C 0.204 -4.000 -0.880  -0.22
114 C -1.198 -4.141 -0.293  -0.25
115 O -1.672 -5.442 -0.628  -0.06
116 H 1.820 -5.051 -0.560  0.08
117 H 0.598 -2.979 -0.911  0.09
118 H 0.174 -4.368 -1.909  0.13
119 H -1.793 -3.351 -0.753  0.10
120 H -1.198 -3.973 0.787  0.12
121 H -0.942 -6.010 -0.342  0.08
122 O 2.671 -0.520 -5.765  -0.07
123 C 1.785 -0.460 -4.630  -0.23
124 C 2.401 -1.240 -3.505  -0.28
125 O 2.541 -2.628 -3.608  -0.04
126 H 2.173 -0.375 -6.573  0.08
127 H 1.763 0.588 -4.321  0.10
128 H 0.833 -0.917 -4.917  0.13
129 H 1.819 -0.902 -2.638  0.11
130 H 3.375 -0.773 -3.305  0.12
131 H 2.833 -2.851 -4.499  0.09

Output
- SMILES string = C1CCOC1.C1CCOC1.C1CCOC1.C1CCOC1.C1CCOC1.C1CCOC1.C1CCOC1.ClCCl.ClCCl.OCCO.OCCO.OCCO
- molecular weight (g/mol) = 860.819
- gap between HOMO and LUMO (Eh) = 0.357
- HOMO energy (Ha) = -0.3441


- Which value of molecular weight does entry 6 give?
  860.819 g/mol


- Which formula does entry 4 have?
  H14O7


- molecular weight of number 3 (C15H20Cl2F2NO27S2Y)?
  908.247 g/mol


- Look up the molecular weight of the first one.
  100.186 g/mol